(1)
This record from the Open Molecules 2025 dataset describes a single C5H9NO molecule. The level of theory is wB97M-V/def2-TZVPD.

The geometry in ORCA input format:
```
! RIJCOSX wB97M-V def2-TZVPD def2/J DEFGRID3
* xyz 0 1
C -1.358 -0.241 1.198
C -1.235 0.045 -0.280
N -0.894 1.414 -0.658
C 0.044 0.332 -0.982
C 1.396 0.341 -0.294
C 1.879 -1.002 0.225
O 1.177 -1.959 0.449
H -0.789 0.494 1.774
H -2.406 -0.164 1.511
H -0.991 -1.243 1.433
H -1.975 -0.471 -0.895
H -1.416 1.715 -1.477
H 0.083 0.036 -2.031
H 1.317 1.032 0.553
H 2.194 0.744 -0.936
H 2.975 -1.072 0.409
*
```

Calculated values
LUMO energy	1.01	eV
structure (SMILES)	C[C@H]1N[C@H]1CC=O
ΔE to the lowest compared entry with this formula, charge and spin	2.0355	eV

Results of the Löwdin charge analysis, in e, for atoms 1 through 4: C -0.06; C -0.33; N 0.05; C -0.29



(2)
This record from the Open Molecules 2025 dataset describes 2 unconnected molecules or ions with the total composition C5H9NO at a distorted geometry. The level of theory is wB97M-V/def2-TZVPD.

The geometry in ORCA input format:
```
! RIJCOSX wB97M-V def2-TZVPD def2/J DEFGRID3
* xyz 0 1
C 1.512 0.893 1.721
C 1.071 -0.107 0.679
C -0.096 -0.857 0.949
C -0.685 -1.219 -0.227
N 0.202 -0.921 -1.243
C 1.270 -0.191 -0.679
H 1.263 0.433 2.676
H 2.585 1.076 1.707
H 1.072 1.888 1.662
H -0.265 -1.213 1.958
H -1.598 -1.704 -0.532
H 0.319 -1.203 -2.196
H 2.179 -0.204 -1.266
O -2.575 1.724 -0.898
H -3.190 1.117 -1.331
H -1.768 1.235 -1.091
*
```

Calculated values
LUMO energy	0.79	eV
structure (SMILES)	Cc1cc[nH]c1.O
ΔE to the lowest compared entry with this formula, charge and spin	1.8601	eV

Results of the Löwdin charge analysis, in e, for atoms 1 through 4: C -0.06; C -0.30; C -0.08; C -0.14



(3)
This record from the Open Molecules 2025 dataset describes 2 unconnected molecules or ions with the total composition C5H9NO. The level of theory is wB97M-V/def2-TZVPD.

The geometry in ORCA input format:
```
! RIJCOSX wB97M-V def2-TZVPD def2/J DEFGRID3
* xyz 0 1
C -2.482 -0.522 -1.505
C -1.133 -0.288 -0.874
C -0.979 -0.589 0.405
O -1.114 -0.966 1.510
H -3.258 -0.571 -0.735
H -2.516 -1.457 -2.076
H -2.738 0.301 -2.180
H -0.290 0.061 -1.454
C 1.379 1.537 0.156
N 1.135 0.382 0.597
C 2.095 -0.348 1.396
H 2.334 2.056 0.301
H 0.591 2.053 -0.402
H 1.926 -1.420 1.260
H 3.135 -0.103 1.148
H 1.915 -0.125 2.453
*
```

Calculated values
LUMO energy	0.91	eV
structure (SMILES)	CC=C=O.C=NC
ΔE to the lowest compared entry with this formula, charge and spin	2.8052	eV

Results of the Löwdin charge analysis, in e, for atoms 1 through 4: C -0.12; C -0.18; C -0.27; O 0.12



Among the records above, which one has the lowest LUMO energy? number 2



Which of these has the lowest LUMO energy? number 2